Computed, not measured: the molecule C6H8ClP at a distorted geometry, with ωB97M-V/def2-TZVPD.

Positions of all 16 atoms, in Å:
1 C 0.189 -0.300 -1.727
2 C 0.217 1.118 -1.526
3 C -0.695 -1.128 -1.097
4 C -0.299 1.686 -0.427
5 C -1.746 -0.663 0.001
6 C 0.411 0.178 1.839
7 P -1.141 0.812 0.976
8 Cl -3.288 -0.236 -0.822
9 H 0.831 -0.597 -2.558
10 H 0.624 1.670 -2.389
11 H -0.615 -2.138 -1.472
12 H -0.398 2.756 -0.309
13 H -2.068 -1.529 0.463
14 H 1.223 0.235 1.021
15 H 0.273 -0.884 1.843
16 H 0.741 0.647 2.787

## Properties
- Energy above the lowest of the compared OMol25 structures with the same formula, charge and spin: 0.438 eV
- Molecular weight: 146.56 g/mol
- Charge: 0
- SMILES: CP1C=CC=C[C@@H]1Cl
- Electronic energy: -28161.04481 eV


Computed, not measured: a structure of composition C6H8CoLiO6 at a distorted geometry, with ωB97M-V/def2-TZVPD.

Positions of all 22 atoms, in Å:
1 O 0.121 0.552 1.401
2 O -1.876 -1.659 0.740
3 C -0.731 1.489 0.781
4 C -2.145 1.001 0.516
5 O -2.268 0.074 -0.573
6 C -2.207 -1.281 -0.416
7 H -0.271 1.815 -0.168
8 H -0.847 2.413 1.377
9 H -2.756 1.866 0.224
10 H -2.583 0.578 1.433
11 O 1.670 -1.362 0.160
12 C 1.257 -1.650 -1.187
13 C 1.065 -0.256 -1.786
14 O 1.817 0.580 -0.895
15 C 2.006 -0.053 0.260
16 H 2.049 -2.226 -1.678
17 H 0.327 -2.227 -1.149
18 H 0.016 0.066 -1.764
19 H 1.479 -0.151 -2.793
20 O 2.767 0.372 1.128
21 Li 1.607 1.231 2.380
22 Co -0.497 -1.170 2.010

## Properties
- Energy above the lowest of the compared OMol25 structures with the same formula, charge and spin: 0.029 eV
- Molecular weight: 242.00 g/mol
- Charge: +1
- Multiplicity: 6
- Electronic energy: -56458.78187 eV


Computed, not measured: a structure of composition C6H8CsLiO3 at a distorted geometry, with ωB97M-V/def2-TZVPD.

Positions of all 19 atoms, in Å:
1 C -3.124 -0.146 -2.352
2 C -3.648 -0.781 -1.248
3 O -3.007 -1.050 -0.149
4 H -2.480 0.728 -2.194
5 H -3.630 -0.241 -3.316
6 H -4.596 -1.338 -1.408
7 O -0.016 -0.833 -1.311
8 Li -1.175 -1.119 0.101
9 C 0.613 0.401 -1.134
10 C 1.865 0.289 -0.301
11 C 1.839 0.393 1.092
12 C 2.872 0.051 1.972
13 O 2.841 0.220 3.261
14 Cs 3.394 1.195 7.411
15 H -0.079 1.120 -0.633
16 H 0.870 0.864 -2.113
17 H 2.778 -0.085 -0.783
18 H 0.922 0.790 1.554
19 H 3.758 -0.458 1.549

## Properties
- Energy above the lowest of the compared OMol25 structures with the same formula, charge and spin: 0.000 eV
- Molecular weight: 267.97 g/mol
- Charge: -1
- Multiplicity: 2
- Electronic energy: -13245.21983 eV


Computed, not measured: a structure of composition C6H8CuNO6P at a distorted geometry, with ωB97M-V/def2-TZVPD.

Positions of all 23 atoms, in Å:
1 C 3.027 -0.442 0.620
2 C 1.778 -0.385 -0.240
3 N 0.682 -0.979 0.518
4 C -0.594 -0.730 0.052
5 C -1.306 0.376 -0.181
6 P -0.832 2.113 0.056
7 O -2.007 2.887 0.360
8 O 0.356 2.197 1.093
9 O -0.202 2.554 -1.315
10 C -2.647 -0.044 -0.657
11 O -3.638 0.590 -0.747
12 O -2.576 -1.432 -0.941
13 C -1.463 -1.901 -0.258
14 O -1.345 -3.053 0.035
15 H 3.215 -1.472 0.877
16 H 2.823 0.094 1.535
17 H 3.867 -0.025 0.108
18 H 1.628 0.658 -0.488
19 H 1.968 -0.932 -1.147
20 H 0.770 -0.818 1.508
21 H 0.034 1.832 1.924
22 H 0.520 1.982 -1.597
23 Cu -4.057 -3.069 -1.117

## Properties
- Molecular weight: 284.65 g/mol
- Charge: +1
- Electronic energy: -74048.97500 eV


Computed, not measured: a structure of composition C6H8DyLiO6 at a distorted geometry, with ωB97M-V/def2-TZVPD.

Positions of all 22 atoms, in Å:
1 O -0.169 -1.514 0.638
2 O 2.043 0.283 1.712
3 C 0.569 -1.724 -0.533
4 C 2.029 -1.306 -0.456
5 O 2.243 0.115 -0.483
6 C 2.317 0.888 0.639
7 H 0.098 -1.192 -1.382
8 H 0.578 -2.795 -0.816
9 H 2.548 -1.689 -1.344
10 H 2.510 -1.746 0.432
11 O -1.703 1.187 1.080
12 C -1.004 2.190 0.320
13 C -0.964 1.582 -1.085
14 O -1.924 0.514 -0.997
15 C -2.218 0.279 0.267
16 H -1.573 3.123 0.375
17 H -0.007 2.321 0.754
18 H 0.012 1.144 -1.326
19 H -1.281 2.272 -1.872
20 O -2.947 -0.625 0.635
21 Li -1.867 -2.225 0.749
22 Dy 0.712 -1.083 2.696

## Properties
- Energy above the lowest of the compared OMol25 structures with the same formula, charge and spin: 0.000 eV
- Molecular weight: 345.57 g/mol
- Charge: +1
- Multiplicity: 7
- Electronic energy: -42919.39656 eV


Computed, not measured: a cluster of 2 separate species, C6H8F3N3 in total at a distorted geometry, with ωB97M-V/def2-TZVPD.

Positions of all 20 atoms, in Å:
1 C -1.561 -1.305 2.122
2 C -2.509 -0.515 1.599
3 C -0.521 -1.486 1.114
4 C 3.146 1.098 0.180
5 C -0.333 -0.507 -1.161
6 C -0.615 0.678 -1.913
7 N -2.124 -0.215 0.295
8 N -0.883 -0.695 0.068
9 N 4.092 0.311 -0.082
10 F 0.295 0.882 -2.864
11 F -1.904 0.805 -2.577
12 F -0.684 1.840 -1.259
13 H -1.566 -1.719 3.076
14 H -3.589 -0.276 1.918
15 H 0.343 -2.193 1.227
16 H 2.180 0.624 0.472
17 H 3.265 2.158 -0.106
18 H 0.698 -0.745 -1.225
19 H -2.564 0.380 -0.373
20 H 4.831 0.882 -0.512

## Properties
- Energy above the lowest of the compared OMol25 structures with the same formula, charge and spin: 3.765 eV
- Molecular weight: 179.15 g/mol
- Charge: 0
- Electronic energy: -18970.70247 eV


Computed, not measured: a cluster of 2 separate species, C6H8F5N2 in total at a distorted geometry, with ωB97M-V/def2-TZVPD.

Positions of all 21 atoms, in Å:
1 C 0.227 1.222 -1.755
2 C 0.899 0.260 0.426
3 C -0.256 0.378 -2.912
4 C 2.744 0.287 2.046
5 C -2.132 0.008 0.679
6 C -1.994 -1.503 0.658
7 N 0.564 0.832 -0.543
8 N 1.499 -0.219 1.424
9 F -2.530 0.496 -0.546
10 F -2.775 0.519 1.746
11 F -1.513 -1.751 -0.613
12 F -3.013 -2.316 0.811
13 F -1.168 -1.942 1.577
14 H 0.577 2.266 -2.055
15 H 0.349 0.866 -3.766
16 H -0.186 -0.623 -2.779
17 H -1.360 0.642 -3.079
18 H 3.716 0.375 1.421
19 H 2.884 -0.329 2.833
20 H 2.469 1.358 2.362
21 H 0.999 -0.826 2.066

## Properties
- Energy above the lowest of the compared OMol25 structures with the same formula, charge and spin: 3.412 eV
- Molecular weight: 203.13 g/mol
- Charge: +1
- Electronic energy: -22907.31462 eV


Computed, not measured: a cluster of 2 separate species, C6H8FNO in total at a distorted geometry, with ωB97M-V/def2-TZVPD.

Positions of all 17 atoms, in Å:
1 C -2.027 1.862 0.375
2 C 1.155 0.848 -1.798
3 C -2.624 0.905 1.086
4 C 1.007 0.003 -0.720
5 C 0.389 -1.306 -0.791
6 C 1.424 0.498 0.660
7 N -1.503 2.887 -0.071
8 O 1.311 1.538 -2.736
9 F -2.026 0.569 2.269
10 H -3.430 0.232 0.901
11 H 0.253 -1.645 0.247
12 H 0.931 -1.954 -1.607
13 H -0.704 -0.947 -1.099
14 H 1.055 1.509 0.858
15 H 2.412 0.534 0.853
16 H 0.987 -0.109 1.434
17 H -0.805 2.830 -0.782

## Properties
- Energy above the lowest of the compared OMol25 structures with the same formula, charge and spin: 3.184 eV
- Molecular weight: 129.13 g/mol
- Charge: 0
- SMILES: CC(C)=C=O.N=C=CF
- Electronic energy: -12602.48255 eV


Computed, not measured: the molecule C6H8FNS at a distorted geometry, with ωB97M-V/def2-TZVPD.

Positions of all 17 atoms, in Å:
1 C -2.234 -1.798 0.228
2 C -0.442 -0.368 -0.104
3 C -2.270 0.714 0.005
4 C 2.005 -0.631 -0.418
5 C 0.914 1.390 0.722
6 C 0.779 0.305 -0.459
7 N -0.962 -1.465 0.104
8 F -2.519 2.001 -0.245
9 S -3.373 -0.436 0.180
10 H -2.478 -2.769 -0.006
11 H 1.908 -1.333 -1.376
12 H 2.076 -1.230 0.381
13 H 2.884 -0.152 -0.360
14 H -0.038 1.633 0.899
15 H 1.477 2.213 0.261
16 H 1.385 1.040 1.665
17 H 0.887 0.885 -1.478

## Properties
- Molecular weight: 145.20 g/mol
- Charge: 0
- Multiplicity: 3
- Electronic energy: -21387.22386 eV


Computed, not measured: a cluster of 2 separate species, C6H8IN2 in total at a distorted geometry, with ωB97M-V/def2-TZVPD.

Positions of all 17 atoms, in Å:
1 C 1.065 0.013 1.675
2 C -0.788 -1.335 1.081
3 C 0.981 -0.370 3.019
4 C -0.756 -1.741 2.439
5 C 0.244 -0.512 0.812
6 C 0.635 0.090 -1.733
7 N 0.091 -1.253 3.338
8 N -0.157 1.313 -2.037
9 I 2.660 0.894 -1.541
10 H 1.942 0.791 1.512
11 H -1.465 -1.619 0.394
12 H 1.630 0.067 3.669
13 H -1.444 -2.519 2.906
14 H 0.544 -0.724 -2.340
15 H -0.379 1.369 -3.127
16 H -1.103 1.362 -1.676
17 H 0.389 2.056 -1.695

## Properties
- Energy above the lowest of the compared OMol25 structures with the same formula, charge and spin: 3.892 eV
- Molecular weight: 235.05 g/mol
- Charge: +1
- Electronic energy: -17420.25356 eV


Computed, not measured: a cluster of 2 separate species, C6H8INS in total at a distorted geometry, with ωB97M-V/def2-TZVPD.

Positions of all 17 atoms, in Å:
1 C 2.393 0.303 0.219
2 C 2.252 -0.701 -0.600
3 C 1.183 -0.998 1.632
4 C -1.118 1.518 -0.754
5 C -1.945 0.211 -0.430
6 C -1.580 -0.661 0.700
7 N 1.842 0.179 1.474
8 S 1.411 -2.049 0.193
9 I -2.459 -2.500 0.812
10 H 2.980 1.205 0.004
11 H 2.363 -0.686 -1.672
12 H -1.099 1.540 -1.816
13 H -0.051 1.236 -0.495
14 H -1.556 2.513 -0.458
15 H -2.195 -0.472 -1.195
16 H -2.974 0.522 -0.105
17 H 0.554 -1.159 2.492

## Properties
- Energy above the lowest of the compared OMol25 structures with the same formula, charge and spin: 3.853 eV
- Molecular weight: 253.11 g/mol
- Charge: 0
- Electronic energy: -26772.83366 eV


Computed, not measured: a structure of composition C6H8LiO6Ru at a distorted geometry, with ωB97M-V/def2-TZVPD.

Positions of all 22 atoms, in Å:
1 O -1.027 0.937 -1.094
2 O -2.506 -0.432 -0.100
3 C -2.620 -1.846 0.120
4 C -1.707 -2.424 -0.955
5 O -0.847 -1.305 -1.267
6 C -1.374 -0.171 -0.731
7 H -2.261 -2.064 1.133
8 H -3.668 -2.135 0.008
9 H -2.240 -2.704 -1.871
10 H -1.093 -3.258 -0.599
11 O 1.332 -0.950 0.675
12 O 1.344 3.063 0.003
13 C 2.308 2.137 0.319
14 C 2.017 1.414 1.636
15 O 0.656 0.902 1.644
16 C 0.346 -0.305 1.126
17 H 2.421 1.360 -0.475
18 H 3.326 2.576 0.441
19 H 2.044 2.121 2.474
20 H 2.723 0.595 1.821
21 Li -0.271 2.271 0.151
22 Ru 1.485 -1.634 -1.115

## Properties
- Energy above the lowest of the compared OMol25 structures with the same formula, charge and spin: 0.066 eV
- Molecular weight: 284.13 g/mol
- Charge: +1
- Multiplicity: 7
- Electronic energy: -21410.99716 eV